1.
ORCA calculation (the ωB97M-V functional and the def2-TZVPD basis) on a molecular structure, C36H44Ge2IrN4O6S at a distorted geometry.

LUMO energy (alpha / beta): -3.96 / -3.67 eV
E_HOMO (alpha / beta): -10.74 / -10.59 eV
E_tot: -182986.752 eV
max |F|: 2.30 eV Å⁻¹
total charge: +1
energy above the lowest of the compared OMol25 structures with the same formula, charge and spin: 3.058 eV

CARTESIAN COORDINATES (ANGSTROEM)
Ir1 1.13835 -1.01719 0.95612
C1 2.75745 3.08541 3.80622
C2 2.72725 1.77161 3.04442
Ge1 0.96625 1.48981 2.00422
C3 -0.54455 1.66331 3.39822
C4 -1.00645 3.07431 3.71012
C5 0.89465 3.13541 0.88232
C6 1.22075 3.42331 -0.38088
Ge2 1.59945 1.93021 -1.73248
C7 2.79245 1.62481 -3.37738
C8 2.82745 2.73461 -4.40998
C9 -0.18815 1.02101 -2.06388
C10 -0.89575 1.47201 -3.33728
C11 1.14505 4.77111 -0.94808
C12 1.03465 4.92871 -2.32788
C13 0.93065 6.17561 -2.90998
C14 0.93435 7.30741 -2.11138
C15 1.03735 7.17291 -0.73738
C16 1.15045 5.92451 -0.15698
H1 3.72225 3.19801 4.30172
H2 1.98435 3.11361 4.57052
H3 2.62465 3.93041 3.13572
H4 2.83875 0.93831 3.74032
H5 3.54785 1.74061 2.32972
H6 -0.15095 1.19221 4.29862
H7 -1.39055 1.05791 3.07542
H8 -0.17345 3.69841 4.02312
H9 -1.73285 3.05111 4.52212
H10 -1.48685 3.53021 2.84822
H11 0.53025 3.96211 1.49302
H12 2.36625 0.71671 -3.81108
H13 3.79915 1.40981 -3.02968
H14 1.82895 2.98101 -4.76368
H15 3.41005 2.41171 -5.27048
H16 3.29135 3.62971 -4.00168
H17 -0.82535 1.24441 -1.20748
H18 -0.00905 -0.05689 -2.09008
H19 -1.07045 2.54741 -3.32038
H20 -1.86245 0.97911 -3.43558
H21 -0.30925 1.22811 -4.22098
H22 1.01555 4.04221 -2.95218
H23 0.84855 6.26361 -3.98228
H24 0.86695 8.28491 -2.56188
H25 1.02925 8.05231 -0.11208
H26 1.25275 5.84971 0.91462
N1 3.59615 -1.22749 1.09222
N2 4.19485 -0.06399 0.57652
C17 3.53815 0.81371 -0.23608
O1 4.09625 1.80341 -0.65458
O2 2.29025 0.53481 -0.50908
H27 3.81855 -1.33719 2.07972
H28 3.91045 -2.06089 0.59422
H29 5.19775 0.06401 0.65292
N3 -1.09425 -0.73889 0.80682
S1 -2.25925 -1.61509 1.48172
C18 -2.82365 -2.63569 0.09732
C19 -3.41585 -2.06539 -1.01838
C20 -3.64465 -2.85049 -2.13358
C21 -3.28375 -4.18899 -2.12908
C22 -2.70625 -4.75389 -1.00228
C23 -2.47355 -3.97489 0.11812
C24 -3.65785 -0.45539 1.55952
C25 -4.88305 -0.92849 1.99282
C26 -5.95345 -0.05439 2.06412
C27 -5.77865 1.28051 1.73612
C28 -4.53895 1.75121 1.33732
C29 -3.46925 0.87761 1.24402
H30 -1.33055 -0.45889 -0.14028
H31 -3.68835 -1.02009 -1.02058
H32 -4.08925 -2.40739 -3.01148
H33 -3.45415 -4.79169 -3.00678
H34 -2.42135 -5.79489 -1.00008
H35 -2.00715 -4.39669 0.99542
H36 -4.99445 -1.96579 2.26262
H37 -6.91985 -0.41409 2.37832
H38 -6.61315 1.95921 1.78942
H39 -4.39675 2.79371 1.09672
H40 -2.49465 1.22651 0.93492
O3 1.17665 -3.21189 1.68182
C30 0.99415 -3.65209 0.51582
O4 0.82815 -2.85399 -0.44048
C31 0.98305 -5.12149 0.27752
C32 0.75725 -5.62439 -1.00248
C33 0.72935 -6.98939 -1.20848
C34 0.93905 -7.84749 -0.13548
C35 1.17315 -7.36029 1.14542
C36 1.19685 -5.99309 1.34512
N4 0.89485 -9.28239 -0.36918
O5 0.61715 -9.65479 -1.48578
O6 1.13055 -10.00449 0.57052
H41 0.60695 -4.94739 -1.82798
H42 0.54365 -7.41059 -2.18528
H43 1.32725 -8.05039 1.96272
H44 1.38435 -5.58519 2.32552

***

2.
ORCA calculation (the ωB97M-V functional and the def2-TZVPD basis) on a molecular structure, C36H44HgN4O5PSSi at a distorted geometry.

LUMO energy (alpha / beta): -0.25 / -1.29 eV
2S+1: 2
E_HOMO (alpha / beta): -6.96 / -6.99 eV
expectation value of S²: 0.791
E_tot: -86417.769 eV
max |F|: 1.63 eV Å⁻¹
energy above the lowest of the compared OMol25 structures with the same formula, charge and spin: 0.791 eV

CARTESIAN COORDINATES (ANGSTROEM)
Hg1 0.62848 0.00755 -0.40732
C1 3.30921 -2.45666 0.73633
Si1 3.73796 -0.76903 1.55093
C2 5.47639 -0.95310 2.34123
C3 2.52010 -0.43508 2.97973
N1 3.50010 0.53057 0.45672
C4 4.23970 1.18806 -0.40846
C5 5.62073 0.94378 -0.64124
C6 6.35984 1.69616 -1.51753
C7 5.75500 2.71242 -2.25283
C8 4.40483 2.96953 -2.09705
C9 3.64739 2.24936 -1.18891
O1 2.32877 2.50050 -0.98941
C10 1.64730 3.29142 -1.89665
C11 1.17328 2.73880 -3.08015
C12 0.37605 3.49519 -3.91920
C13 0.06196 4.80472 -3.59181
C14 0.56699 5.36452 -2.43028
C15 1.36149 4.61332 -1.58143
H1 3.38441 -3.27252 1.44978
H2 3.97264 -2.67883 -0.09390
H3 2.28974 -2.45109 0.35487
H4 5.41395 -1.49967 3.27858
H5 5.89443 0.02494 2.56072
H6 6.17746 -1.48077 1.70134
H7 2.40830 -1.31189 3.61071
H8 1.53194 -0.16765 2.61452
H9 2.86766 0.38113 3.60594
H10 6.08285 0.15405 -0.07155
H11 7.41217 1.48890 -1.65850
H12 6.33780 3.29931 -2.94445
H13 3.93766 3.75055 -2.68020
H14 1.43356 1.71673 -3.32146
H15 0.00131 3.05450 -4.83126
H16 -0.56985 5.39050 -4.24325
H17 0.34286 6.39012 -2.17982
H18 1.76395 5.03548 -0.67373
C16 -2.98063 -3.22372 5.41588
C17 -2.97089 -2.12329 6.44872
S1 -2.43246 -0.54180 5.69757
O2 -1.60517 -0.83731 4.55925
O3 -1.88366 0.27659 6.73801
C18 -3.96725 0.28530 5.12759
C19 -4.33800 -0.01016 3.68268
N2 -3.40690 0.52319 2.71868
C20 -2.64206 -0.17161 1.84415
N3 -1.91211 0.63321 1.09411
C21 -2.17382 1.88531 1.48549
C22 -3.11493 1.85888 2.49813
N4 -3.73274 2.95361 3.10817
O4 -4.68751 2.75736 3.85061
O5 -3.29698 4.05543 2.83799
C23 -2.59006 -1.64401 1.73595
H19 -3.11044 -4.19491 5.88685
H20 -2.03128 -3.21547 4.88667
H21 -3.78172 -3.07903 4.69595
H22 -2.24358 -2.30912 7.23389
H23 -3.94238 -1.94439 6.89864
H24 -3.80587 1.34802 5.29232
H25 -4.76426 -0.03669 5.79052
H26 -5.32483 0.42827 3.48893
H27 -4.38869 -1.08736 3.51965
H28 -1.71125 2.73788 1.03039
H29 -3.58004 -2.08705 1.63627
H30 -2.09658 -2.04197 2.62207
H31 -2.00020 -1.89565 0.85903
C24 -0.83199 -4.07328 -3.02933
P1 -0.33906 -2.47396 -2.20275
C25 -1.95602 -1.61801 -2.20926
C26 -2.03359 -0.24761 -2.44860
C27 -3.21868 0.43462 -2.24048
C28 -4.34625 -0.24261 -1.80341
C29 -4.28768 -1.61204 -1.60040
C30 -3.09919 -2.29377 -1.79587
C31 0.47616 -1.71984 -3.66239
C32 -0.17055 -1.63280 -4.89032
C33 0.50533 -1.17755 -6.00584
C34 1.83308 -0.79077 -5.90272
C35 2.47401 -0.83981 -4.67625
C36 1.80138 -1.31414 -3.56230
H32 -1.26415 -4.74522 -2.29095
H33 0.07017 -4.53827 -3.42385
H34 -1.54221 -3.91786 -3.83959
H35 -1.16571 0.29225 -2.80640
H36 -3.26105 1.50134 -2.41583
H37 -5.26585 0.29692 -1.62076
H38 -5.16891 -2.15051 -1.27974
H39 -3.05632 -3.35927 -1.61446
H40 -1.21066 -1.91538 -4.96705
H41 -0.00311 -1.12837 -6.95911
H42 2.36951 -0.46225 -6.78052
H43 3.49931 -0.50981 -4.58985
H44 2.30992 -1.37732 -2.60715